A structure of composition C55H50Cl5N4O2P2Pt in a non-equilibrium geometry. Source: OMol25; level of theory: wB97M-V/def2-TZVPD.

Last column: Löwdin charge in e.
Cartesian coordinates (Å):
Pt 0.6909 0.3526 1.7451  1.439
C -0.9095 6.3177 -1.7343  -0.017
C -0.3588 5.0137 -1.2281  -0.237
C 0.7914 4.4494 -1.7620  0.052
C 1.3127 3.2627 -1.2414  -0.104
C 2.5047 2.5669 -1.6399  0.031
N 2.9620 2.3435 -2.8219  0.139
C 4.0347 1.3703 -3.1407  -0.104
C 4.6245 0.6456 -1.9322  -0.125
C 3.6954 -0.2807 -1.1354  -0.142
N 3.5663 -1.6128 -1.7325  0.119
C 3.2701 -2.7322 -1.1444  0.043
C 2.9301 -3.0329 0.2154  -0.099
C 3.3014 -4.3358 0.6212  0.054
C 3.1158 -4.8116 1.9015  -0.233
C 3.5960 -6.1683 2.3337  -0.017
C 2.4349 -3.9684 2.7773  0.055
C 1.9653 -2.7083 2.4135  -0.204
C 1.1343 -2.0349 3.3802  -0.073
N 0.5065 -0.9139 3.3210  -0.090
C -0.4157 -0.6581 4.4572  -0.159
C -0.8971 0.7674 4.5336  -0.164
C -1.7270 1.1828 3.3282  -0.174
N -0.8884 1.5261 2.1684  -0.189
C -1.2493 2.5058 1.4225  -0.178
C -0.5219 3.1233 0.3341  -0.168
C -0.9942 4.3275 -0.1925  0.052
C 0.6530 2.5774 -0.1945  -0.290
O 1.1533 1.4130 0.1341  -0.266
C 2.2137 -2.1964 1.1168  -0.387
O 1.7600 -1.0536 0.7167  -0.274
H -0.4055 6.6344 -2.6453  0.088
H -0.7832 7.1061 -0.9914  0.100
H -1.9751 6.2336 -1.9483  0.094
H 1.3214 4.9706 -2.5523  0.140
H 3.0402 2.0874 -0.8319  0.136
H 2.4706 2.7380 -3.6186  0.179
H 4.8195 1.8973 -3.6823  0.143
H 3.5784 0.6659 -3.8412  0.127
H 5.0444 1.3744 -1.2350  0.131
H 5.4903 0.0875 -2.2963  0.139
H 2.6884 0.1153 -1.0238  0.080
H 4.0884 -0.4176 -0.1288  0.106
H 3.7233 -1.6797 -2.7307  0.166
H 3.3470 -3.5945 -1.8009  0.160
H 3.7887 -4.9780 -0.1056  0.138
H 3.9126 -6.7661 1.4813  0.089
H 2.8126 -6.7147 2.8587  0.092
H 4.4454 -6.0784 3.0120  0.100
H 2.2228 -4.3235 3.7810  0.147
H 0.9795 -2.6018 4.2976  0.157
H 0.0988 -0.9324 5.3782  0.142
H -1.2641 -1.3296 4.3264  0.110
H -0.0639 1.4500 4.6823  0.075
H -1.5267 0.8519 5.4207  0.142
H -2.3411 2.0505 3.5660  0.133
H -2.3917 0.3675 3.0337  0.111
H -2.1837 2.9931 1.6879  0.141
H -1.9099 4.7418 0.2177  0.148
C -2.8886 -0.6443 -0.1733  -0.481
P -1.1636 -1.0374 0.2771  1.051
C -0.4897 -1.6742 -1.2853  -0.350
C -0.8240 -2.9272 -1.7989  -0.072
C -0.4119 -3.2948 -3.0717  -0.043
C 0.3007 -2.4003 -3.8613  -0.058
C 0.6064 -1.1387 -3.3685  -0.094
C 0.2259 -0.7818 -2.0834  -0.118
C -1.4076 -2.5145 1.3424  -0.346
C -2.3916 -2.4943 2.3368  -0.117
C -2.5725 -3.5707 3.1910  -0.054
C -1.7734 -4.7000 3.0662  -0.040
C -0.8001 -4.7383 2.0809  -0.053
C -0.6143 -3.6553 1.2318  -0.112
P -3.1150 1.0829 -0.7778  1.058
C -4.9155 1.1327 -1.0786  -0.389
C -5.8309 0.2020 -0.5964  -0.095
C -7.1876 0.3530 -0.8587  -0.063
C -7.6394 1.4319 -1.6004  -0.056
C -6.7321 2.3681 -2.0814  -0.060
C -5.3817 2.2222 -1.8172  -0.106
C -2.4697 0.8890 -2.4806  -0.383
C -2.9334 -0.1072 -3.3405  -0.071
C -2.4712 -0.1804 -4.6434  -0.052
C -1.5539 0.7546 -5.1131  -0.070
C -1.0956 1.7563 -4.2707  -0.083
C -1.5490 1.8163 -2.9574  -0.110
H -3.4908 -0.7487 0.7288  0.030
H -3.2249 -1.3988 -0.8892  0.075
H -1.4278 -3.6151 -1.2211  0.115
H -0.6804 -4.2678 -3.4609  0.120
H 0.5800 -2.6755 -4.8700  0.119
H 1.0992 -0.4150 -4.0090  0.101
H 0.4426 0.2113 -1.7082  0.082
H -3.0522 -1.6447 2.4490  0.088
H -3.3545 -3.5376 3.9386  0.123
H -1.9298 -5.5515 3.7148  0.122
H -0.1907 -5.6245 1.9556  0.119
H 0.1430 -3.7217 0.4608  0.099
H -5.5126 -0.6576 -0.0199  0.091
H -7.8901 -0.3789 -0.4831  0.114
H -8.6952 1.5456 -1.8050  0.117
H -7.0797 3.2125 -2.6612  0.115
H -4.6820 2.9578 -2.2011  0.103
H -3.6870 -0.8102 -3.0021  0.117
H -2.8488 -0.9471 -5.3072  0.120
H -1.2242 0.7148 -6.1429  0.116
H -0.4231 2.5167 -4.6493  0.102
H -1.2178 2.6144 -2.3073  0.071
Cl 0.4071 3.7088 3.5357  0.806
C 1.9182 2.9701 3.1151  -0.614
C 2.1145 1.6338 2.6989  -0.214
C 3.4561 1.2127 2.6946  -0.644
Cl 3.8907 -0.4512 2.5646  0.854
C 4.5370 2.0752 2.8904  -0.712
Cl 6.1479 1.4991 2.8020  0.736
C 4.3126 3.4176 3.1609  -0.716
Cl 5.6191 4.4907 3.3649  0.766
C 3.0016 3.8471 3.3134  -0.704
Cl 2.7387 5.4814 3.7501  0.743

Summary:
Charge: +3
Spin multiplicity: 1
E_tot (Eh): -5597.49842